[1]
This record from the Open Molecules 2025 dataset describes C5H7N in the gas phase. The level of theory is ωB97M-V/def2-TZVPD.

```
13
Properties=species:S:1:pos:R:3:lowdin_charge:R:1
N -0.71 -1.67 -0.89 0.03
C -0.08 -0.82 0.10 -0.42
C -0.99 0.28 0.62 -0.07
C -0.33 1.44 0.62 -0.09
C 1.03 1.25 0.08 -0.09
C 1.17 -0.04 -0.25 -0.07
H -0.94 -1.12 -1.71 0.08
H -0.05 -2.38 -1.22 0.08
H 0.16 -1.44 0.96 0.15
H -2.01 0.10 0.90 0.10
H -0.74 2.39 0.96 0.10
H 1.78 2.03 -0.04 0.10
H 2.04 -0.53 -0.66 0.10
```

Relative energy (zero: lowest compared OMol25 entry of this formula, charge and spin) = 109.6 kJ/mol
HOMO-LUMO gap = 9.482 eV
Net charge = 0

=====

[2]
This record from the Open Molecules 2025 dataset describes 2 unconnected molecules or ions with the total composition C2H7BrN4 in a non-equilibrium geometry. The level of theory is ωB97M-V/def2-TZVPD.

```
14
Properties=species:S:1:pos:R:3:lowdin_charge:R:1
C -0.30 1.17 0.38 0.05
C -1.77 -0.55 0.31 0.00
N 0.87 1.83 0.04 0.17
N -0.61 0.04 -0.16 -0.13
N 0.01 -0.57 -1.15 0.28
N 1.76 2.42 -0.21 0.50
Br 3.63 -0.66 0.03 0.32
H -0.94 1.51 1.18 0.19
H -1.61 -1.29 1.06 0.14
H -2.61 0.11 0.70 0.16
H -2.52 -1.19 -0.32 0.19
H -0.59 -1.38 -1.59 0.25
H 0.78 -0.20 -1.59 0.10
H 3.88 -1.23 1.32 -0.22
```

Relative energy (zero: lowest compared OMol25 entry of this formula, charge and spin) = 635.6 kJ/mol
HOMO-LUMO gap = 5.743 eV
Net charge = +2

=====

[3]
This record from the Open Molecules 2025 dataset describes a molecular structure, C5H6O. The level of theory is ωB97M-V/def2-TZVPD.

```
12
Properties=species:S:1:pos:R:3:lowdin_charge:R:1
C -1.11 0.48 -0.10 -0.12
C 0.26 1.11 -0.05 -0.02
C 1.21 0.20 0.42 -0.06
C 0.78 -0.74 -0.52 0.08
O -0.03 -1.11 1.42 -0.16
C -0.57 -0.95 0.16 -0.46
H -1.77 0.87 0.68 0.12
H -1.60 0.56 -1.07 0.11
H 0.48 2.17 -0.20 0.12
H 2.22 0.43 0.74 0.13
H 1.35 -1.26 -1.28 0.13
H -1.23 -1.76 -0.19 0.13
```

Relative energy (zero: lowest compared OMol25 entry of this formula, charge and spin) = 518.4 kJ/mol
HOMO-LUMO gap (alpha / beta) = 7.934 / 7.933 eV
Net charge = 0

=====

[4]
This record from the Open Molecules 2025 dataset describes 2 unconnected molecules or ions with the total composition C2Cl2F3NO in a non-equilibrium geometry. The level of theory is ωB97M-V/def2-TZVPD.

```
9
Properties=species:S:1:pos:R:3:lowdin_charge:R:1
F -1.14 0.54 0.95 0.18
C -0.65 -0.66 0.92 -0.60
F -0.22 -1.08 2.14 0.10
N -0.67 -1.42 -0.06 -0.32
Cl 0.27 -2.86 -0.03 0.63
O 1.60 0.71 -0.36 0.14
C 0.74 1.30 -0.86 -0.92
F 0.38 2.56 -0.51 0.02
Cl -0.32 0.90 -2.19 0.76
```

Relative energy (zero: lowest compared OMol25 entry of this formula, charge and spin) = 0.0 kJ/mol
HOMO-LUMO gap = 11.244 eV
Net charge = 0